Entry 1:
Molecular formula: C2H4O2P
Method: DFT, ωB97M-V with the def2-TZVPD basis set

```
9
Properties=species:S:1:pos:R:3
P -2.341 0.041 -0.081
O -0.525 -1.598 0.233
O -1.123 0.846 0.126
C 0.487 -0.825 -0.088
C 0.217 0.772 0.191
H 0.525 1.237 1.088
H 0.753 -0.734 -1.196
H 1.368 -1.009 0.405
H 0.639 1.270 -0.680
```

orbital gap (alpha / beta) = 6.65 / 6.56 eV
max |F| = 4.073 eV Å⁻¹
charge = +1
relative energy (zero: lowest compared OMol25 entry of this formula, charge and spin) = 465.0 kJ/mol

---

Entry 2:
Molecular formula: C5H4AuO
Method: DFT, ωB97M-V with the def2-TZVPD basis set

```
11
Properties=species:S:1:pos:R:3
Au -1.217 -3.424 3.562
O -1.300 -2.189 2.535
C -0.190 0.056 -0.268
C 1.149 1.344 -1.001
C -0.935 -1.471 1.656
C -0.266 0.935 -1.301
C -0.573 -0.722 0.707
H -0.514 0.517 -2.282
H 1.643 2.036 -1.693
H 0.270 2.339 -0.874
H 1.934 0.579 -1.041
```

orbital gap (alpha / beta) = 6.51 / 5.82 eV
max |F| = 19.034 eV Å⁻¹
2S+1 = 4
charge = +2

---

Entry 3:
Molecular formula: CH2I2O
Method: DFT, ωB97M-V with the def2-TZVPD basis set

```
6
Properties=species:S:1:pos:R:3
I -0.639 2.076 -0.283
I 2.737 -0.223 -0.137
O -1.639 -0.637 -0.729
C -1.008 -0.157 0.005
H 0.938 -0.563 0.232
H -0.390 -0.498 0.912
```

orbital gap = 8.49 eV
max |F| = 11.719 eV Å⁻¹
charge = 0
relative energy (zero: lowest compared OMol25 entry of this formula, charge and spin) = 146.4 kJ/mol

---

Entry 4:
Molecular formula: C3H3IO
Method: DFT, ωB97M-V with the def2-TZVPD basis set

```
8
Properties=species:S:1:pos:R:3
I 0.652 2.558 1.161
O -0.664 -1.761 1.564
C -0.338 0.197 -0.655
C -0.112 0.707 0.521
C -0.653 -0.656 2.021
H 0.201 0.541 -1.530
H -0.662 -0.835 -0.542
H -1.173 -0.182 2.910
```

orbital gap (alpha / beta) = 6.52 / 7.08 eV
max |F| = 3.098 eV Å⁻¹
2S+1 = 3
charge = 0
relative energy (zero: lowest compared OMol25 entry of this formula, charge and spin) = 99.8 kJ/mol

---

Entry 5:
Molecular formula: C53H63N2O
Method: DFT, ωB97M-V with the def2-TZVPD basis set

```
119
Properties=species:S:1:pos:R:3
O -2.462 -2.828 0.449
N 3.018 1.563 1.543
N 2.204 3.621 1.140
C 2.868 -2.685 1.806
C 4.586 0.658 -1.057
C -2.822 3.118 0.871
C 3.716 -1.426 -1.897
C 1.888 5.504 -0.465
C -3.952 -3.421 -1.633
C -2.283 -1.945 -0.571
C 0.596 3.885 3.553
C 3.378 -1.952 2.868
C 4.282 5.965 -1.149
C -2.701 3.810 -0.343
C -4.514 -3.998 -2.765
C -1.524 3.725 -1.098
C 4.823 0.350 4.653
C -0.463 2.960 -0.640
C -0.748 -1.657 1.717
C 0.611 1.649 1.199
C 2.612 -2.011 0.617
C 0.036 7.051 -0.222
C 3.350 -0.231 -0.999
C -1.644 -2.739 1.556
C 3.118 0.123 1.642
C 3.018 5.163 -1.486
C -1.406 -0.876 -0.446
C -0.880 -3.810 3.547
C -4.129 -3.570 -4.042
C -2.985 -2.391 -1.741
C 2.574 1.401 4.429
C -0.111 -1.584 2.982
C -0.126 -2.667 3.848
C -0.543 2.305 0.613
C 1.108 6.308 3.677
C -0.416 6.320 0.866
C 2.127 0.457 -1.592
C 3.317 3.682 -1.582
C 1.879 2.275 1.213
C 2.624 5.593 -2.917
C 1.263 6.715 -0.769
C 3.350 0.102 4.308
C -1.776 2.321 1.314
C 2.735 -0.806 5.386
C 3.016 -0.677 0.466
C 0.408 5.360 1.472
C 3.271 -0.550 2.888
C -1.235 5.516 3.413
C 4.151 2.461 1.798
C 3.546 3.836 1.711
C -0.502 -0.785 0.617
C 0.221 5.243 3.014
C -3.155 -2.568 -4.176
C 1.459 4.789 0.694
C -1.680 -3.840 2.409
C -2.601 -1.982 -3.037
H 4.082 -1.048 -2.862
H -2.312 -4.689 2.173
H 2.978 2.174 3.781
H 4.964 2.324 1.070
H -1.419 4.296 -2.021
H 3.772 -2.495 3.731
H 0.434 3.833 4.640
H 3.358 5.197 -3.633
H 0.443 2.842 -1.232
H 4.079 7.041 -1.208
H -1.380 5.302 4.480
H 2.162 -2.559 -0.219
H 5.441 0.125 -0.621
H 2.669 -3.755 1.894
H 2.658 1.778 5.459
H -1.497 6.569 3.258
H 0.511 -0.342 0.484
H 1.774 1.252 -0.925
H 1.010 6.252 4.769
H 1.295 -0.249 -1.721
H 2.689 -0.259 6.341
H 2.163 6.161 3.413
H -3.725 3.222 1.482
H -1.923 4.879 2.841
H 1.712 7.392 -1.501
H 0.435 0.982 2.050
H 5.320 0.939 3.876
H 4.603 2.261 2.776
H 5.370 -0.595 4.752
H -1.431 -0.130 -1.234
H 4.442 1.587 -0.517
H 4.669 5.760 -0.146
H 1.650 3.691 3.373
H 3.307 -1.724 5.560
H 3.435 4.299 2.708
H -5.266 -4.786 -2.642
H 4.909 0.900 5.600
H 4.122 4.544 1.100
H 2.616 6.682 -3.043
H -1.837 -1.212 -3.108
H 4.529 -2.004 -1.440
H -0.532 7.903 -0.603
H 0.006 3.097 3.075
H 0.812 7.312 3.348
H 1.636 5.205 -3.194
H 1.704 -1.069 5.118
H -4.593 -4.010 -4.926
H -4.250 -3.776 -0.652
H 2.361 0.894 -2.572
H -0.831 -4.677 4.204
H 3.525 3.257 -0.604
H 1.509 1.256 4.210
H 4.822 0.901 -2.101
H -1.389 6.581 1.291
H -2.840 -2.243 -5.169
H 0.446 -2.639 4.780
H -3.506 4.468 -0.676
H 2.870 -2.090 -2.099
H 4.200 3.510 -2.219
H -1.891 1.701 2.205
H 2.471 3.140 -2.022
H 0.417 -0.659 3.221
H 5.071 5.725 -1.873
```

orbital gap = 4.55 eV
max |F| = 1.943 eV Å⁻¹
charge = +1

---

Entry 6:
Molecular formula: C46H102BrN5O17P
Method: DFT, ωB97M-V with the def2-TZVPD basis set

```
172
Properties=species:S:1:pos:R:3
Br 1.763 1.978 4.842
P -0.152 4.877 -2.513
O 5.191 -1.571 -3.919
O -3.716 -5.203 -1.767
O 6.844 4.650 6.333
O -0.610 -9.917 -2.586
O 1.248 0.097 -5.201
O -0.583 0.755 5.401
O 9.064 6.942 6.489
O 4.655 2.671 4.957
O -5.518 -8.632 -2.461
O 0.963 3.858 -1.964
O -8.011 -0.818 -6.581
O -0.187 4.790 -3.984
O -2.219 0.910 -0.709
O 0.662 -4.672 2.287
O -6.880 -0.819 -0.012
O 0.170 6.360 -2.051
O 2.416 -3.719 3.336
N -3.998 1.880 2.331
N 1.633 1.499 1.620
N -1.894 0.856 2.141
N 0.422 0.797 1.650
N -0.732 2.717 2.567
C -1.014 2.642 4.029
C -1.911 3.157 1.744
C -4.710 -9.768 -2.149
C -2.123 -0.568 1.903
C -2.588 4.333 2.402
C -0.153 1.670 4.797
C -6.907 -0.160 -1.283
C -2.935 -6.199 0.305
C 6.699 -0.226 -2.563
C -3.528 -2.316 -3.027
C -1.297 -1.494 2.832
C 1.934 7.276 -3.537
C -0.641 -2.601 1.984
C -1.894 5.447 2.838
C -0.339 -11.252 -2.159
C -3.926 -10.239 -3.357
C -0.311 -3.805 2.865
C -7.182 -1.874 -4.554
C 2.628 -1.718 -6.050
C 5.379 3.117 3.814
C 11.275 7.188 5.505
C -8.394 -1.462 -5.370
C -1.775 4.416 -1.895
C 5.305 -0.803 -2.723
C 6.857 2.831 3.968
C 6.934 4.423 7.740
C -2.011 4.710 -0.389
C -7.298 1.298 -1.123
C 2.154 2.693 -3.803
C -2.696 -0.157 -1.455
C -2.772 1.865 1.510
C 1.925 -4.209 2.370
C -2.172 -0.320 -2.738
C -1.223 3.679 0.434
C 9.784 7.413 5.347
C 1.066 2.643 -2.735
C -3.612 -1.085 -0.997
C -4.067 -2.163 -1.754
C -4.132 -5.824 -0.551
C -3.186 1.631 0.037
C 0.231 -11.279 -0.753
C 1.554 6.770 -2.159
C 6.113 5.436 8.516
C -0.655 1.368 2.094
C 1.989 -1.072 -4.840
C -2.581 -1.403 -3.495
H 1.588 8.289 -3.727
H -3.835 -3.161 -3.626
H -1.835 5.613 3.912
H -3.090 4.625 -0.253
H -6.567 -1.004 -4.318
H -3.264 2.622 -0.415
H 6.949 0.402 -3.417
H 9.570 8.477 5.204
H -2.284 -6.897 -0.227
H -1.290 -2.927 1.169
H -3.286 -9.440 -3.731
H -4.034 -9.467 -1.349
H 3.294 -1.015 -6.551
H -1.451 6.205 2.197
H -8.287 1.387 -0.669
H 5.052 -1.438 -1.865
H -6.554 -2.569 -5.117
H 1.735 1.964 0.724
H 2.509 3.705 -3.981
H 2.981 2.033 -3.548
H -4.769 -5.112 -0.025
H 4.566 -0.004 -2.788
H 3.025 7.311 -3.582
H 1.168 -10.717 -0.705
H 7.418 3.168 3.093
H 0.220 -9.432 -2.565
H -4.031 -0.975 -0.004
H -3.251 -6.664 1.240
H 1.327 1.844 -2.038
H -1.432 0.363 -3.135
H 0.563 -0.169 -5.822
H 1.866 -2.017 -6.775
H -6.128 -8.888 -3.158
H -1.281 -11.796 -2.198
H 2.259 6.002 -1.847
H -0.804 3.625 4.447
H 5.013 3.146 5.716
H 1.748 2.329 -4.739
H 7.180 5.540 6.165
H 7.443 -1.024 -2.517
H 11.819 7.537 4.627
H 4.970 2.596 2.946
H -2.167 -1.570 -4.480
H 9.404 6.868 4.484
H 7.227 3.345 4.861
H -0.323 4.180 0.786
H -4.729 -6.709 -0.789
H -5.355 -10.569 -1.773
H -3.171 -0.783 2.101
H -0.016 -3.452 3.854
H 5.832 -2.287 -3.867
H -5.911 -0.257 -1.707
H -4.600 -10.522 -4.170
H -2.065 2.447 4.244
H -1.930 -1.983 3.568
H -3.302 -11.097 -3.107
H 6.569 3.413 7.925
H -7.485 -2.355 -3.622
H 7.984 4.472 8.040
H 2.752 -0.759 -4.131
H 6.175 5.252 9.589
H -7.612 -0.677 -1.937
H 0.376 -0.159 1.315
H -0.462 -10.812 -0.052
H 2.496 -4.302 1.438
H 5.065 5.391 8.213
H -3.164 -5.833 -2.240
H 0.125 2.356 -3.199
H -9.009 -2.336 -5.609
H 3.202 -2.599 -5.764
H 6.466 6.450 8.315
H -2.338 -5.313 0.535
H -4.480 0.990 2.232
H 2.392 0.849 1.781
H 0.357 -11.718 -2.863
H -9.007 -0.754 -4.815
H -2.538 4.862 -2.527
H -1.866 3.335 -2.027
H -6.595 1.812 -0.462
H -7.760 -0.758 0.371
H 11.655 7.718 6.381
H 6.775 0.371 -1.653
H -1.705 5.721 -0.136
H 9.384 7.426 7.257
H -7.311 1.810 -2.086
H 1.601 6.628 -4.344
H 1.318 -1.778 -4.338
H -0.882 2.833 -0.169
H -0.483 -0.964 3.321
H -4.189 1.213 0.016
H 0.282 -2.243 1.513
H 11.485 6.128 5.651
H -1.916 -0.877 0.880
H -3.669 4.342 2.501
H 5.208 4.191 3.683
H 1.676 7.594 -1.458
H -4.637 2.560 1.926
H 0.424 -12.302 -0.427
H -4.801 -2.832 -1.338
H -1.219 -4.390 3.000
H -7.480 -1.438 -7.089
H 7.032 1.761 4.102
```

orbital gap = 7.59 eV
max |F| = 3.001 eV Å⁻¹
charge = +1

---

Entry 7:
Molecular formula: C5H12Cl2F6IrOSb
Method: DFT, ωB97M-V with the def2-TZVPD basis set

```
28
Properties=species:S:1:pos:R:3
Ir 0.028 -0.441 -0.188
Sb -0.425 -0.389 3.239
Cl 2.271 -1.679 -0.468
Cl -0.186 -2.873 -1.179
F -2.040 -1.270 3.606
F -0.131 -1.838 1.662
F -1.411 0.362 1.430
F -0.573 1.404 3.796
F 1.029 0.356 1.748
F 1.074 -1.178 4.049
O -0.364 1.982 -1.024
C 1.747 2.943 -0.309
C -2.284 0.687 -1.579
C 1.500 -3.219 -0.818
C 0.348 3.162 -0.782
C -1.635 2.046 -1.641
H 0.327 3.833 -1.671
H -0.205 3.776 -0.027
H 1.995 -3.701 -1.682
H 2.009 3.649 0.496
H -2.972 0.588 -0.732
H 1.929 1.920 0.027
H 2.503 3.205 -1.072
H 1.566 -3.881 0.066
H -2.845 0.460 -2.489
H -1.486 -0.114 -1.478
H -2.284 2.825 -1.193
H -1.514 2.362 -2.698
```

orbital gap (alpha / beta) = 4.21 / 4.37 eV
max |F| = 4.993 eV Å⁻¹
2S+1 = 2
charge = +3
relative energy (zero: lowest compared OMol25 entry of this formula, charge and spin) = 369.7 kJ/mol

---

Entry 8:
Molecular formula: C3H4EuO2
Method: DFT, ωB97M-V with the def2-TZVPD basis set

```
10
Properties=species:S:1:pos:R:3
Eu 0.115 2.621 -0.523
O -2.397 1.143 0.408
O -1.220 -0.663 -0.305
C 0.203 -1.010 -0.325
C -1.364 0.511 0.276
C 0.920 0.177 0.269
H 0.470 -1.220 -1.368
H 0.277 -1.929 0.272
H 1.967 0.177 -0.068
H 1.029 0.192 1.364
```

orbital gap (alpha / beta) = 8.23 / 7.87 eV
max |F| = 4.550 eV Å⁻¹
2S+1 = 8
charge = +2
relative energy (zero: lowest compared OMol25 entry of this formula, charge and spin) = 157.5 kJ/mol

---

Entry 9:
Molecular formula: C46H50Cl4F3N8NiO2
Method: DFT, ωB97M-V with the def2-TZVPD basis set

```
114
Properties=species:S:1:pos:R:3
Ni 2.478 -2.709 -0.595
Cl -3.826 -3.431 1.321
Cl -2.366 -4.265 3.731
Cl 2.700 4.164 -1.332
Cl 0.556 4.902 -3.225
F -0.263 1.384 1.579
F 0.985 1.338 -0.248
F 1.788 0.643 1.726
O 1.111 -1.578 0.232
O -0.860 -0.754 -0.341
N 3.968 -2.151 0.676
N 3.108 -1.327 -2.000
N -5.220 0.286 2.187
N 0.940 -3.552 -1.775
N 2.276 5.544 4.633
N 6.366 1.117 4.750
N -9.716 -0.549 0.146
N -0.767 0.697 -7.439
C -7.522 -1.161 -0.531
C 0.313 -4.470 -3.912
C 6.079 -1.164 2.157
C 1.623 3.970 2.493
C -9.368 -1.691 -1.920
C 5.533 0.190 4.322
C -0.188 2.235 -5.762
C 4.103 -0.852 0.895
C -3.163 1.292 2.806
C -2.072 -0.119 0.019
C 4.718 -0.234 -3.351
C -8.023 -1.741 -1.691
C 5.134 -0.322 1.614
C 4.846 -2.964 1.258
C 2.636 4.878 2.378
C -3.770 -0.801 3.700
C -10.174 -1.121 -0.957
C 0.163 -0.769 0.615
C 1.280 4.674 4.746
C -1.314 -4.286 -2.178
C 4.336 -1.206 -2.462
C 2.465 0.534 -3.343
C -0.314 -3.774 -1.381
C 1.234 -3.955 -3.015
C -1.254 -0.093 -6.497
C 0.670 0.629 0.939
C 2.209 -0.483 -2.444
C 3.782 0.699 -3.765
C 3.734 1.746 4.176
C -0.202 1.804 -7.058
C 0.939 3.849 3.673
C -4.366 1.277 2.109
C -2.895 0.247 3.648
C -3.042 -0.314 -1.128
C 4.579 2.662 4.719
C 0.964 4.257 -1.654
C -2.319 -4.041 1.984
C 5.912 -2.532 1.991
C -1.303 0.216 -5.171
C -4.924 -0.744 2.940
C -0.796 1.437 -4.824
C 5.861 2.307 5.018
C 2.933 5.638 3.503
C 4.233 0.471 3.957
C -0.988 -4.666 -3.467
C -8.424 -0.594 0.365
H -2.026 -4.961 1.495
H 4.219 3.668 4.889
H 3.980 1.431 -4.543
H -0.814 1.689 -3.760
H -4.534 2.085 1.397
H -8.090 -0.053 1.245
H -9.771 -2.115 -2.830
H 7.016 -0.835 2.588
H 3.249 4.918 1.488
H 0.571 -4.701 -4.933
H 6.599 3.024 5.358
H 0.280 3.178 -5.520
H 4.591 -4.016 1.144
H -2.593 0.007 -2.075
H 3.305 -0.271 0.444
H -2.299 -4.438 -1.763
H -0.523 -3.548 -0.340
H 3.756 6.342 3.546
H -1.530 -3.318 1.796
H 0.803 4.698 5.719
H -2.460 2.099 2.651
H 1.194 -0.611 -2.071
H 5.976 -0.799 4.208
H 2.702 1.950 3.953
H 0.118 3.138 3.737
H 1.361 3.324 1.668
H 0.584 3.252 -1.581
H -2.553 -0.589 0.888
H -11.256 -1.159 -1.037
H -7.370 -2.203 -2.425
H 5.276 0.751 1.650
H -1.781 -0.410 -4.433
H 0.514 4.837 -0.861
H -1.719 -5.094 -4.146
H -1.953 0.208 4.187
H 0.187 2.453 -7.837
H 6.638 -3.200 2.429
H 3.573 -0.276 3.522
H -1.974 0.955 0.190
H -1.827 -0.930 -6.897
H 2.214 -3.726 -3.445
H -5.670 -1.528 3.002
H -0.208 -1.135 1.610
H -3.951 0.285 -1.047
H -6.449 -1.107 -0.369
H 5.706 -0.227 -3.790
H 1.639 1.179 -3.597
H -3.335 -1.363 -1.234
H -3.605 -1.648 4.350
H 5.126 -1.888 -2.160
```

orbital gap (alpha / beta) = 7.85 / 6.85 eV
max |F| = 2.415 eV Å⁻¹
2S+1 = 3
charge = +1